Record 1
{"formula": "C7H16OS", "method": "ωB97M-V/def2-TZVPD", "total_energy_ev": -20401.2352, "smiles": "OC1CCCC1.CCS", "de_lowest_ev": 0.1456, "molar_mass_g_mol": 148.271, "elements": ["S", "C", "C", "H", "H", "H", "H", "H", "H", "O", "C", "C", "C", "C", "C", "H", "H", "H", "H", "H", "H", "H", "H", "H", "H"], "xyz": [[-0.75492, 1.34667, 3.16589], [-1.17854, 2.72368, 0.85849], [-1.84320, 1.67711, 1.74305], [-1.53838, 0.42675, 3.76791], [-1.81929, 2.94185, -0.01240], [-0.20286, 2.35961, 0.49502], [-1.01790, 3.65922, 1.42024], [-2.82620, 2.03516, 2.10495], [-2.01285, 0.73823, 1.18165], [1.56712, 0.02959, 0.46856], [-0.40712, -0.97334, -1.48041], [0.90739, -0.73316, -2.27281], [0.01352, -1.73726, -0.20975], [2.03102, -1.33959, -1.40820], [1.46820, -1.32489, 0.00539], [1.09184, 0.08668, 1.32369], [-0.86650, -0.00435, -1.20568], [-1.15168, -1.54426, -2.06789], [1.07717, 0.35227, -2.40869], [0.87645, -1.19732, -3.27732], [-0.62428, -1.51341, 0.66692], [-0.01945, -2.83066, -0.37954], [2.98710, -0.78535, -1.47282], [2.23015, -2.38915, -1.69839], [2.01317, -2.00401, 0.69219]], "mulliken_charge": [-0.276, -1.124, -0.218, 0.127, 0.301, 0.258, 0.389, 0.375, 0.174, -0.549, -0.270, -0.654, -0.707, -0.787, 0.045, 0.296, -0.012, 0.398, 0.253, 0.295, 0.351, 0.305, 0.389, 0.300, 0.344]}

Record 2
{"formula": "C7H16OSi", "method": "ωB97M-V/def2-TZVPD", "total_energy_ev": -17441.1536, "smiles": "CC1(C)O[C@H]1[Si](C)(C)C", "de_lowest_ev": 3.7051, "molar_mass_g_mol": 144.290, "elements": ["C", "C", "C", "C", "C", "C", "C", "O", "Si", "H", "H", "H", "H", "H", "H", "H", "H", "H", "H", "H", "H", "H", "H", "H", "H"], "xyz": [[-0.46633, -0.81817, -0.14750], [-1.81197, -0.10342, -0.16469], [-3.00993, -0.82715, 0.47043], [-1.96489, 1.41484, 0.10308], [1.72805, 1.18772, 1.26171], [1.52732, 0.79335, -1.80297], [2.30990, -1.71429, 0.13351], [-1.25875, -0.58139, -1.33659], [1.25774, -0.11843, -0.17353], [-0.65546, -2.01746, 0.22102], [-3.51617, -1.34877, -0.26960], [-3.52996, -0.06119, 0.95763], [-2.55136, -1.60338, 1.09141], [-2.91663, 1.69192, -0.29261], [-1.23425, 2.05415, -0.24377], [-1.71089, 1.40035, 1.27018], [1.18076, 2.10543, 1.06861], [1.50698, 0.90378, 2.41375], [2.71988, 1.20608, 0.98925], [2.52309, 0.76844, -1.86656], [1.09598, 0.27979, -2.60069], [1.16035, 1.81636, -1.88970], [2.05536, -2.52597, -0.54654], [3.40204, -1.72138, 0.21306], [2.15914, -2.18122, 1.14111]], "mulliken_charge": [-0.053, 1.337, -1.513, -1.568, -0.989, -1.175, -1.192, -0.569, 0.128, 0.113, 0.375, 0.434, 0.366, 0.427, 0.441, 0.294, 0.306, 0.259, 0.323, 0.407, 0.414, 0.331, 0.368, 0.394, 0.342]}

Record 3
{"formula": "C7H17AlClI2N2OPS", "method": "ωB97M-V/def2-TZVPD", "charge": 2, "total_energy_ev": -67994.8658, "de_lowest_ev": 0.3241, "molar_mass_g_mol": 524.510, "elements": ["I", "I", "Al", "P", "C", "C", "H", "H", "H", "C", "H", "H", "H", "H", "H", "H", "C", "O", "Cl", "C", "N", "C", "S", "N", "C", "H", "H", "H", "H", "H", "H", "H", "H"], "xyz": [[5.57413, 1.15669, -2.51632], [5.27214, -1.54852, -2.45610], [-0.35037, -0.16984, -0.45584], [-0.77354, -0.03832, -2.82099], [0.48835, 0.01420, -4.11347], [-1.83998, -1.46212, -3.22044], [-2.56397, 1.54993, -2.35837], [-2.29088, 1.34108, -4.12764], [-1.16620, 2.33373, -3.14100], [-1.80481, 1.44001, -3.14406], [-2.60161, -1.58226, -2.43734], [-2.32288, -1.30212, -4.19668], [0.03510, 0.01986, -5.11639], [1.14506, -0.85755, -4.01459], [-1.22246, -2.37014, -3.25651], [1.10053, 0.91531, -3.98773], [1.44864, 0.37399, -1.31852], [2.53681, 0.38510, -1.67859], [-2.31587, 0.29700, 0.23733], [0.91061, 1.23240, 4.69875], [1.32231, 0.35130, 3.57788], [0.47199, -0.23741, 2.71606], [1.17254, -0.63549, 1.13455], [-0.77185, -0.57989, 3.07357], [-1.11871, -1.09038, 4.40216], [-0.18464, 1.30559, 4.78639], [1.32196, 2.23820, 4.50908], [1.35507, 0.82719, 5.62279], [2.20195, 0.61304, 3.11366], [-1.37729, -0.84962, 2.29143], [-1.86657, -0.42583, 4.86137], [-1.56323, -2.08565, 4.31069], [-0.22230, -1.15946, 5.02486]], "mulliken_charge": [-0.010, -0.017, 0.247, 0.764, -1.214, -1.214, 0.377, 0.419, 0.367, -1.184, 0.391, 0.419, 0.410, 0.403, 0.404, 0.411, 0.533, -0.025, -0.223, -0.912, -0.223, 0.815, -0.330, -0.051, -1.024, 0.365, 0.341, 0.321, 0.283, 0.060, 0.359, 0.346, 0.392]}

Record 4
{"formula": "C7H17ClI2N2OPSSc", "method": "ωB97M-V/def2-TZVPD", "charge": 2, "total_energy_ev": -82095.8553, "de_lowest_ev": 1.3536, "molar_mass_g_mol": 542.484, "elements": ["I", "I", "Sc", "P", "C", "C", "H", "H", "H", "C", "H", "H", "H", "H", "H", "H", "C", "O", "Cl", "C", "N", "C", "S", "N", "C", "H", "H", "H", "H", "H", "H", "H", "H"], "xyz": [[-1.55005, -1.82314, -1.71019], [-1.55105, 1.95828, -1.84162], [0.33436, 0.11873, -0.18361], [0.39813, 0.01169, -3.35951], [-1.11435, -0.02112, -4.44370], [1.27232, 1.37614, -4.21219], [2.24010, -1.51480, -3.62214], [1.44883, -1.17786, -5.20295], [0.70481, -2.32976, -4.03162], [1.27196, -1.39350, -4.13518], [2.24772, 1.51272, -3.72218], [1.42899, 1.11166, -5.26928], [-0.81465, -0.01677, -5.49929], [-1.74841, 0.84934, -4.23206], [0.71484, 2.31868, -4.13963], [-1.71835, -0.91017, -4.22307], [-2.70074, 0.10581, -0.53757], [-3.87361, 0.10144, -0.56792], [2.50184, 0.10535, 0.48074], [1.19743, 1.18959, 4.74828], [0.11166, 1.20031, 3.78415], [-0.35383, 0.07760, 3.22075], [-1.31607, 0.13793, 1.70776], [-0.23970, -1.14188, 3.80885], [-0.59140, -1.34471, 5.20135], [1.59431, 0.16971, 4.83285], [0.82767, 1.52161, 5.72089], [1.96260, 1.88326, 4.41231], [0.00068, 2.03853, 3.18111], [-0.66251, -1.86105, 3.18176], [-1.60401, -1.75514, 5.24090], [0.10252, -2.08454, 5.63856], [-0.52204, -0.41395, 5.77344]], "mulliken_charge": [0.170, 0.174, 0.660, 0.406, -1.000, -1.081, 0.374, 0.403, 0.356, -1.081, 0.373, 0.409, 0.357, 0.385, 0.357, 0.401, 0.006, -0.187, -0.303, -0.992, -0.135, 0.650, -0.235, -0.252, -0.913, 0.397, 0.345, 0.341, 0.298, 0.301, 0.335, 0.294, 0.385]}

Record 5
{"formula": "C7H17ClINO3PSc", "method": "ωB97M-V/def2-TZVPD", "charge": 2, "total_energy_ev": -65768.5882, "molar_mass_g_mol": 401.504, "elements": ["C", "I", "H", "H", "H", "Sc", "P", "C", "C", "H", "H", "H", "C", "H", "H", "H", "H", "H", "H", "C", "O", "Cl", "N", "C", "C", "O", "O", "H", "H", "H", "H", "H"], "xyz": [[3.44427, 1.62409, 1.49079], [1.36445, 2.52629, 1.74178], [3.45284, 0.58854, 1.16289], [3.87984, 1.74511, 2.48304], [3.94533, 2.28494, 0.78579], [0.58468, 0.13647, 0.68229], [0.43122, 0.89351, -1.95684], [-0.24492, 2.39346, -2.73330], [2.07975, 0.85511, -2.74741], [-0.07286, -1.37362, -2.63626], [-0.22508, -0.23163, -4.01335], [-1.50986, -0.32535, -2.76397], [-0.43035, -0.38346, -2.94204], [2.57093, -0.09693, -2.51133], [1.97165, 0.97326, -3.83256], [-0.00538, 2.41232, -3.80307], [0.19737, 3.27255, -2.24973], [2.68963, 1.67563, -2.34802], [-1.33111, 2.42852, -2.60062], [-1.18893, 1.74846, 0.11215], [-2.12317, 2.43015, 0.11756], [2.18919, -1.41636, 0.04979], [-3.65428, -1.82547, 1.32221], [-2.51622, -1.99963, 2.28575], [-1.38465, -1.21577, 1.68975], [-0.42175, -0.72202, 2.39130], [-1.43276, -0.99807, 0.43775], [-4.06696, -0.88023, 1.39557], [-4.41196, -2.49058, 1.51218], [-3.29223, -1.94565, 0.35977], [-2.81510, -1.65874, 3.28483], [-2.28601, -3.07345, 2.32892]], "mulliken_charge": [-0.704, 0.210, 0.243, 0.368, 0.361, 0.101, 1.130, -1.293, -1.155, 0.344, 0.454, 0.323, -1.237, 0.361, 0.419, 0.401, 0.393, 0.349, 0.410, 0.246, -0.156, -0.346, -0.289, -0.668, 1.190, -0.605, -0.619, 0.359, 0.363, 0.334, 0.389, 0.324]}

Record 6
{"formula": "C7H17N", "method": "ωB97M-V/def2-TZVPD", "multiplicity": 2, "charge": -1, "total_energy_ev": -9019.2756, "de_lowest_ev": 4.1279, "molar_mass_g_mol": 115.220, "elements": ["C", "C", "C", "N", "C", "C", "C", "C", "H", "H", "H", "H", "H", "H", "H", "H", "H", "H", "H", "H", "H", "H", "H", "H", "H"], "xyz": [[-0.99200, -1.45632, -2.11653], [-0.71861, 0.12516, -2.87596], [-1.55140, -1.11655, -0.82396], [1.06784, 1.17130, 2.03370], [1.86351, 2.16639, 1.34957], [1.18563, -0.64689, 0.57652], [0.20884, 0.36337, 1.16459], [-0.71686, -0.27673, 2.19498], [-1.47221, -2.05008, -2.92035], [0.01782, -1.91546, -2.07045], [0.02077, 0.34879, -2.10910], [-0.45243, 0.52747, -3.83705], [-1.65627, 0.41523, -2.41072], [-2.33355, -0.37935, -0.73337], [-1.80122, -2.01194, -0.22001], [2.64169, 1.84541, 0.63199], [2.40392, 2.70430, 2.12669], [1.25582, 2.92884, 0.80357], [1.67613, -1.06818, 1.46484], [0.65795, -1.34930, -0.10048], [1.91128, -0.14863, -0.08919], [-0.34829, 0.96626, 0.45444], [-1.43633, -0.94401, 1.71361], [-1.30586, 0.46497, 2.75227], [-0.12617, -0.66407, 3.04040]], "lowdin_spin": [0.113, 0.010, 0.638, 0.063, 0.005, 0.020, 0.013, 0.005, 0.034, 0.013, 0.001, 0.000, 0.000, 0.032, 0.026, 0.000, 0.000, 0.002, 0.000, 0.012, 0.001, 0.008, 0.002, 0.000, 0.000]}